## P
Below is a single C4H6N2S molecule, with properties calculated with ωB97M-V with the def2-TZVPD basis set.

Summary:
SMILES: C=CN(C=S)N=C
LUMO level, eV: 0.1350
Total charge: 0
HOMO-LUMO gap, eV: 8.4

Structure (XYZ):
```
13
Properties=species:S:1:pos:R:3:nbo_charge:R:1
C 2.908 -0.210 -0.079 -0.449
C 1.706 -0.840 0.160 -0.034
N 0.482 -0.132 -0.011 -0.284
C -0.577 -0.873 0.202 -0.108
S -2.125 -0.527 -0.141 -0.124
N 0.428 1.228 -0.304 -0.260
C -0.496 1.922 0.296 -0.052
H 3.795 -0.870 -0.087 0.211
H 3.130 0.909 -0.519 0.248
H 1.525 -1.944 0.478 0.232
H -0.371 -1.954 0.144 0.207
H -1.159 1.670 1.150 0.210
H -0.527 2.957 -0.184 0.205
```



## Q
Below is a single C4H6N2S molecule, with properties calculated with ωB97M-V with the def2-TZVPD basis set.

Summary:
SMILES: S=C/N=C\N1CC1
LUMO level, eV: 0.5502
Total charge: 0
HOMO-LUMO gap, eV: 8.8

Structure (XYZ):
```
13
Properties=species:S:1:pos:R:3:nbo_charge:R:1
S 3.130 -0.597 -0.217 -0.174
C 2.230 0.683 0.371 -0.070
N 1.119 1.137 -0.167 -0.484
C -0.187 1.080 -0.214 0.354
N -1.034 0.271 0.381 -0.444
C -0.438 -0.977 0.237 -0.224
C -1.855 -0.645 -0.324 -0.244
H 2.655 1.071 1.342 0.215
H -0.637 1.758 -1.070 0.179
H -0.550 -1.457 1.363 0.229
H 0.279 -1.038 -0.488 0.233
H -2.798 -0.841 0.208 0.224
H -1.913 -0.444 -1.422 0.206
```



Computed relative energies in units of hartree: P 0.0000; Q 0.0193



## P
Below is a single C4H6N2S molecule, with properties calculated with ωB97M-V with the def2-TZVPD basis set.

Summary:
SMILES: [H]/N=c1/ccsn1C
LUMO level, eV: 0.7957
Total charge: 0
HOMO-LUMO gap, eV: 8.6

Structure (XYZ):
```
13
Properties=species:S:1:pos:R:3:nbo_charge:R:1
H 2.393 0.159 -1.055 0.358
N 1.718 -0.582 -0.964 -0.728
C 0.690 -0.526 -0.290 0.433
C -0.109 -1.815 -0.116 -0.277
C -1.332 -1.642 0.392 -0.388
S -1.697 -0.015 0.736 0.517
N -0.157 0.543 0.260 -0.591
C 0.079 1.949 0.259 -0.408
H 0.150 -2.784 -0.471 0.232
H -2.111 -2.365 0.480 0.241
H -0.818 2.447 0.502 0.213
H 0.846 2.278 0.954 0.197
H 0.350 2.354 -0.687 0.201
```



## Q
Below is a single C4H6N2S molecule, with properties calculated with ωB97M-V with the def2-TZVPD basis set.

Summary:
SMILES: [H]/N=C\NC(=S)C=C
LUMO level, eV: -0.4165
Total charge: 0
HOMO-LUMO gap, eV: 8.3

Structure (XYZ):
```
13
Properties=species:S:1:pos:R:3:nbo_charge:R:1
H -1.211 -2.184 1.578 0.372
N -1.948 -2.105 0.861 -0.634
C -1.727 -1.221 -0.058 0.263
N -0.580 -0.429 -0.307 -0.597
C 0.578 -0.331 0.408 0.042
S 1.068 -1.232 1.649 -0.047
C 1.506 0.723 -0.168 -0.253
C 1.069 1.887 -0.654 -0.358
H -2.443 -0.989 -0.861 0.167
H -0.660 0.250 -0.994 0.397
H 2.554 0.729 0.211 0.243
H 1.756 2.696 -0.962 0.215
H 0.039 2.207 -0.702 0.190
```



Computed relative energies in units of hartree: P 0.0106; Q 0.0000



## P
Below is 23 unconnected molecules or ions with the total composition C23H92N46O23, with properties calculated with ωB97M-V with the def2-TZVPD basis set.

Summary:
LUMO level, eV: -0.6706
Total charge: 0
HOMO-LUMO gap, eV: 7.6

Structure (XYZ):
```
184
Properties=species:S:1:pos:R:3:mulliken_charge:R:1
C 6.794 -0.498 -0.248 0.605
O 6.540 -0.409 -1.438 -0.759
N 8.064 -0.810 0.235 -0.449
N 5.837 -0.265 0.707 -0.021
H 8.362 -0.759 1.199 0.151
H 8.772 -0.835 -0.480 0.267
H 4.871 -0.221 0.410 -0.213
H 6.085 -0.414 1.669 0.177
C 1.994 -0.148 2.912 -0.706
O 1.620 0.857 2.184 0.581
N 2.976 0.003 3.879 -0.163
N 1.451 -1.390 2.774 0.029
H 3.512 0.874 3.941 0.123
H 3.301 -0.839 4.330 0.226
H 1.631 -2.115 3.455 0.112
H 0.670 -1.632 2.169 0.119
C -1.996 2.072 6.281 0.408
O -2.916 1.739 5.589 -0.510
N -0.845 2.831 5.857 -0.172
N -1.817 1.691 7.640 -0.450
H -0.648 3.072 4.892 0.061
H -0.160 3.055 6.557 0.254
H -2.606 1.255 8.097 0.220
H -1.223 2.131 8.325 0.192
C -1.831 0.476 -7.584 0.333
O -1.607 0.242 -8.729 -0.640
N -1.906 -0.550 -6.551 -0.082
N -2.105 1.817 -7.082 -0.331
H -1.522 -1.462 -6.730 0.229
H -1.820 -0.162 -5.618 0.085
H -2.168 1.963 -6.086 0.293
H -1.935 2.525 -7.773 0.202
C 5.087 2.579 2.857 0.509
O 4.141 2.501 3.720 -0.813
N 4.983 2.189 1.559 0.117
N 6.384 3.049 3.297 -0.454
H 5.679 2.381 0.854 0.272
H 4.138 1.887 1.089 -0.259
H 6.728 3.445 4.158 0.231
H 7.048 3.245 2.561 0.153
C -3.834 2.622 2.387 0.332
O -4.930 2.391 2.863 -0.690
N -3.616 3.690 1.484 -0.294
N -2.675 1.863 2.557 0.573
H -4.340 4.384 1.359 0.248
H -2.684 3.999 1.249 0.116
H -2.654 1.083 3.197 0.047
H -1.755 2.164 2.262 -0.262
C -2.738 2.143 -3.326 0.209
O -2.531 1.351 -4.215 -0.642
N -1.778 2.748 -2.558 0.392
N -4.030 2.534 -2.940 -0.358
H -1.982 3.567 -2.022 0.173
H -0.799 2.682 -2.775 -0.274
H -4.857 2.010 -3.181 0.250
H -4.172 3.143 -2.147 0.158
C 2.170 -2.118 -6.021 0.452
O 2.707 -1.612 -4.957 -0.830
N 0.829 -2.299 -6.180 -0.037
N 2.951 -2.460 -7.077 -0.416
H 0.560 -2.967 -6.889 0.274
H 0.159 -2.333 -5.405 0.219
H 2.484 -2.763 -7.916 0.145
H 3.950 -2.400 -7.072 0.260
C -5.172 -4.774 -4.596 0.384
O -6.259 -5.356 -4.472 -0.695
N -4.907 -3.551 -3.957 -0.237
N -4.131 -5.233 -5.370 -0.291
H -4.028 -3.062 -4.024 0.467
H -5.598 -3.183 -3.327 0.137
H -3.243 -4.766 -5.308 0.243
H -4.229 -6.109 -5.836 0.191
C 1.418 -0.799 6.767 0.520
O 0.849 -1.447 5.925 -0.715
N 2.594 -1.280 7.371 -0.416
N 1.007 0.441 7.201 -0.367
H 3.057 -0.842 8.147 0.132
H 3.020 -2.173 7.175 0.243
H 1.452 1.002 7.905 0.198
H 0.065 0.699 6.944 0.227
C -5.128 -2.934 4.116 0.547
O -4.032 -3.320 4.482 -0.688
N -6.316 -3.516 4.513 -0.448
N -5.265 -1.876 3.244 -0.233
H -7.197 -3.071 4.313 0.179
H -6.184 -4.243 5.196 0.266
H -4.411 -1.517 2.849 -0.015
H -6.053 -1.815 2.627 0.256
C 0.966 6.858 -1.011 0.519
O 0.933 7.099 -2.195 -0.657
N -0.162 6.314 -0.292 -0.407
N 2.061 7.085 -0.155 -0.308
H -0.113 5.758 0.553 0.228
H -0.993 6.097 -0.824 0.187
H 2.924 7.515 -0.439 0.206
H 2.048 6.993 0.846 0.147
C -1.810 -2.591 -3.541 0.308
O -1.271 -2.803 -4.643 -0.981
N -2.812 -1.671 -3.342 -0.217
N -1.542 -3.346 -2.398 0.160
H -2.869 -0.935 -4.033 -0.003
H -3.103 -1.322 -2.450 -0.012
H -0.686 -3.886 -2.423 0.103
H -1.938 -3.082 -1.502 0.054
C 0.639 4.418 2.896 0.298
O -0.524 3.923 2.705 -0.484
N 0.886 5.840 2.981 -0.336
N 1.791 3.664 3.030 0.054
H 1.798 6.233 3.185 0.191
H 0.132 6.496 3.117 0.249
H 2.682 4.078 3.253 0.075
H 1.852 2.652 2.858 -0.193
C 3.214 -2.396 -1.038 0.056
O 3.522 -3.573 -0.706 -0.874
N 2.651 -1.446 -0.128 0.797
N 3.298 -1.912 -2.348 0.073
H 2.485 -0.482 -0.395 -0.366
H 2.620 -1.692 0.848 0.093
H 3.359 -0.915 -2.519 -0.252
H 3.632 -2.466 -3.121 0.230
C -0.297 0.105 -0.479 -1.547
O -0.877 -0.334 -1.515 0.700
N 0.677 1.081 -0.498 0.949
N -0.613 -0.321 0.831 1.025
H 1.034 1.232 -1.427 -0.903
H 1.214 1.199 0.355 -0.399
H -0.188 0.174 1.601 -0.360
H -1.410 -0.928 0.926 0.075
C -2.342 -5.822 2.114 0.453
O -1.854 -6.561 1.274 -0.742
N -3.725 -5.657 2.258 -0.324
N -1.649 -5.040 3.052 -0.151
H -4.287 -6.141 1.575 0.197
H -4.148 -4.958 2.849 0.159
H -0.665 -5.157 3.221 0.217
H -2.169 -4.520 3.748 0.071
C -1.726 -3.860 6.830 0.345
O -2.573 -4.661 7.142 -0.639
N -1.712 -3.038 5.671 0.013
N -0.529 -3.607 7.589 -0.345
H -1.105 -2.236 5.624 0.140
H -2.637 -2.945 5.270 0.354
H 0.188 -3.014 7.212 0.248
H -0.408 -4.217 8.375 0.198
C 0.738 -5.908 -1.416 0.390
O 1.017 -5.782 -2.654 -0.661
N -0.156 -6.857 -0.853 -0.295
N 1.322 -5.082 -0.412 -0.206
H -0.477 -6.951 0.102 0.266
H -0.673 -7.526 -1.401 0.215
H 0.855 -4.965 0.476 0.136
H 2.032 -4.386 -0.608 0.255
C 3.876 1.864 -1.908 -0.086
O 3.320 0.941 -1.337 0.741
N 3.327 3.123 -2.211 -0.201
N 5.251 1.775 -2.268 -0.279
H 3.670 3.680 -2.982 0.300
H 2.308 3.096 -2.210 -0.055
H 5.681 2.533 -2.767 0.158
H 5.815 0.940 -2.192 0.256
C -4.377 -0.858 -0.338 0.067
O -3.666 -1.789 -0.720 -0.732
N -4.177 0.504 -0.572 0.122
N -5.545 -1.083 0.414 -0.465
H -3.303 0.928 -0.860 -0.127
H -4.806 1.191 -0.183 0.242
H -6.089 -1.920 0.286 0.301
H -6.232 -0.421 0.723 0.223
C 1.301 1.099 -4.080 -1.951
O 0.849 2.218 -3.598 0.208
N 2.203 1.039 -5.096 0.014
N 0.903 -0.099 -3.551 3.130
H 2.700 0.181 -5.322 0.224
H 2.741 1.838 -5.404 0.230
H 0.149 -0.200 -2.876 -1.175
H 1.431 -0.916 -3.828 -0.010
C 0.903 5.181 -5.360 0.484
O 1.098 4.442 -6.326 -0.639
N 1.169 6.617 -5.561 -0.450
N 0.522 4.781 -4.123 0.067
H 0.714 7.292 -4.960 0.186
H 1.293 6.873 -6.536 0.250
H 0.576 5.467 -3.384 0.152
H 0.557 3.787 -3.909 0.189
```



## Q
Below is 23 unconnected molecules or ions with the total composition C23H92N46O23, with properties calculated with ωB97M-V with the def2-TZVPD basis set.

Summary:
LUMO level, eV: 0.0278
Total charge: 0
HOMO-LUMO gap, eV: 9.2

Structure (XYZ):
```
184
Properties=species:S:1:pos:R:3:mulliken_charge:R:1
C 1.308 -2.031 4.293 0.445
O 1.587 -3.008 3.524 -0.566
N 2.270 -1.231 4.834 -0.662
N 0.048 -1.498 4.444 0.046
H 3.149 -1.551 4.504 0.391
H 2.103 -0.257 4.657 0.159
H -0.883 -1.849 4.291 0.097
H 0.180 -0.781 5.109 0.202
C -3.836 3.305 2.647 0.313
O -3.323 3.379 3.737 -0.668
N -3.140 3.555 1.505 -0.046
N -5.108 2.769 2.423 -0.353
H -2.386 4.242 1.740 0.197
H -3.695 3.699 0.655 0.140
H -5.667 2.508 3.215 0.294
H -5.398 2.308 1.579 0.131
C 0.008 -5.217 -3.058 0.461
O 1.225 -5.333 -3.161 -0.829
N -0.683 -5.754 -2.021 -0.511
N -0.747 -4.440 -3.916 -0.235
H -0.079 -5.883 -1.224 0.259
H -1.477 -5.189 -1.761 0.525
H -1.751 -4.443 -3.793 0.215
H -0.515 -4.635 -4.883 0.259
C 10.083 1.201 -0.922 0.389
O 10.984 1.006 -1.680 -0.632
N 9.489 2.430 -0.660 -0.325
N 9.326 0.149 -0.413 -0.294
H 9.908 3.248 -1.130 0.199
H 8.662 2.423 -0.068 0.294
H 9.734 -0.743 -0.524 0.145
H 8.605 0.315 0.244 0.323
C 3.071 2.918 0.797 0.152
O 3.568 3.321 -0.246 -0.819
N 2.635 3.762 1.792 0.068
N 2.934 1.563 1.112 1.360
H 2.668 4.787 1.657 0.294
H 2.183 3.287 2.533 0.014
H 2.369 1.455 1.937 -0.399
H 3.757 1.011 0.939 -0.479
C -4.301 4.373 -2.881 0.476
O -4.971 3.468 -3.236 -0.651
N -3.172 4.234 -2.123 -0.099
N -4.733 5.592 -3.176 -0.422
H -2.527 5.020 -2.000 0.356
H -2.712 3.349 -2.365 0.040
H -4.196 6.412 -2.838 0.166
H -5.674 5.889 -3.435 0.266
C 5.560 3.871 3.093 0.668
O 5.482 2.992 3.942 -0.786
N 6.072 3.646 1.853 -0.351
N 5.170 5.175 3.396 -0.331
H 6.294 2.657 1.699 0.152
H 5.703 4.176 1.071 0.273
H 5.670 6.002 2.962 0.249
H 4.892 5.381 4.305 0.145
C -4.011 -4.994 2.877 0.439
O -5.000 -4.221 3.045 -0.793
N -2.891 -4.852 3.646 -0.465
N -3.966 -5.855 1.854 -0.475
H -2.021 -5.153 3.267 0.237
H -3.048 -3.980 4.169 0.328
H -4.719 -5.598 1.196 0.302
H -3.039 -6.036 1.470 0.315
C -0.258 -0.773 -0.638 -0.307
O -1.003 -0.405 0.265 -0.534
N -0.728 -1.612 -1.607 0.887
N 1.115 -0.505 -0.544 1.762
H -0.210 -1.669 -2.485 -0.055
H -1.735 -1.635 -1.755 -0.274
H 1.636 -0.734 -1.416 -0.965
H 1.448 0.250 0.043 -0.506
C -3.552 -3.250 -1.254 -0.244
O -2.830 -3.958 -2.038 -0.862
N -4.488 -2.433 -1.817 0.005
N -3.405 -3.345 0.087 1.327
H -5.363 -2.415 -1.297 -0.030
H -4.651 -2.577 -2.776 0.330
H -2.858 -4.108 0.363 -0.202
H -4.285 -3.096 0.596 -0.352
C -2.154 0.995 -4.587 0.104
O -1.811 1.485 -3.486 -0.232
N -1.302 0.220 -5.384 -0.191
N -3.467 1.101 -4.960 -0.303
H -0.412 0.091 -4.944 0.252
H -1.607 0.058 -6.361 0.168
H -3.965 1.908 -4.589 0.170
H -3.707 0.818 -5.886 0.228
C 2.429 3.725 5.909 0.595
O 1.341 3.568 6.485 -0.799
N 2.953 2.771 5.155 -0.036
N 3.180 4.866 6.131 -0.491
H 3.891 2.898 4.812 0.276
H 2.322 2.035 4.896 -0.166
H 4.154 4.728 6.245 0.266
H 2.852 5.388 6.968 0.285
C -7.196 -3.132 0.426 0.531
O -7.580 -2.928 -0.729 -0.665
N -6.422 -2.243 1.191 -0.265
N -7.384 -4.326 1.154 -0.540
H -5.983 -2.450 2.131 0.148
H -6.482 -1.300 0.809 0.135
H -7.483 -5.041 0.462 0.268
H -6.839 -4.427 2.017 0.333
C 2.992 -2.676 -2.443 0.575
O 3.464 -1.622 -1.935 -0.524
N 2.125 -2.582 -3.431 -0.198
N 3.445 -3.882 -2.074 -0.335
H 1.979 -1.569 -3.733 0.315
H 1.664 -3.406 -3.777 0.104
H 2.977 -4.685 -2.372 0.216
H 4.116 -3.907 -1.357 0.184
C -4.937 0.835 -0.685 0.216
O -5.223 0.481 0.492 -0.893
N -3.612 0.971 -1.004 1.081
N -5.919 1.287 -1.530 -0.276
H -3.345 0.912 -1.951 -0.226
H -2.982 0.709 -0.265 -0.660
H -5.787 1.386 -2.525 0.181
H -6.861 1.111 -1.178 0.297
C -2.808 0.390 -9.231 0.543
O -2.976 0.271 -7.978 -0.679
N -3.700 -0.129 -10.097 -0.420
N -1.714 0.907 -9.779 -0.388
H -3.622 0.181 -11.001 0.173
H -4.658 -0.421 -9.855 0.247
H -1.710 1.135 -10.755 0.209
H -1.141 1.391 -9.067 0.252
C 1.895 1.166 -3.386 0.559
O 1.257 0.106 -3.665 -0.624
N 1.386 2.416 -3.725 -0.506
N 3.015 1.191 -2.615 -0.247
H 1.761 3.149 -3.183 0.223
H 0.400 2.422 -3.997 0.190
H 3.248 2.065 -2.027 0.047
H 3.404 0.291 -2.335 0.229
C 6.293 0.084 0.743 -0.039
O 7.037 1.070 0.770 -0.996
N 5.670 -0.297 -0.405 0.072
N 5.789 -0.563 1.900 -0.103
H 5.949 0.306 -1.127 0.212
H 5.043 -1.104 -0.529 0.035
H 6.268 -0.298 2.782 0.295
H 5.907 -1.548 1.793 0.254
C -3.477 -1.268 3.500 0.192
O -2.732 -2.026 4.144 -0.979
N -4.405 -0.480 4.152 -0.328
N -3.319 -1.116 2.140 2.563
H -4.753 0.383 3.742 0.047
H -4.263 -0.467 5.097 0.331
H -2.443 -1.414 1.691 -1.072
H -4.006 -0.537 1.726 -0.651
C -0.054 5.439 -0.962 0.452
O -1.048 5.858 -1.443 -0.774
N 1.041 6.119 -0.486 -0.487
N 0.158 4.079 -0.975 0.388
H 1.869 5.633 -0.738 0.181
H 0.968 7.080 -0.802 0.294
H 0.659 3.529 -0.358 0.005
H -0.671 3.657 -1.341 -0.166
C -0.387 -4.966 1.235 0.471
O -1.358 -5.548 0.827 -0.909
N 0.141 -3.919 0.496 0.643
N 0.322 -5.391 2.355 -0.410
H -0.481 -3.455 -0.137 -0.227
H 0.887 -3.358 0.819 0.002
H -0.088 -6.158 2.814 0.323
H 0.675 -4.682 3.008 0.243
C 4.129 -3.083 1.322 -0.071
O 4.993 -3.212 0.444 -0.738
N 3.056 -2.270 1.073 1.397
N 4.373 -3.529 2.623 -0.406
H 2.974 -1.760 0.143 -0.661
H 2.414 -2.259 1.852 -0.506
H 3.511 -3.778 3.078 0.300
H 5.101 -4.254 2.541 0.311
C -0.148 1.733 3.511 -0.240
O 1.085 1.453 3.432 -0.272
N -0.655 2.329 4.660 -0.366
N -1.106 1.379 2.644 0.817
H -1.328 3.026 4.441 0.281
H 0.063 2.841 5.173 0.232
H -0.905 0.634 2.015 -0.287
H -2.069 1.326 2.986 -0.164
```



Computed relative energies in units of hartree: P 0.1707; Q 0.0000